{
  "formula": "C4H6N2O",
  "method": "ωB97M-V/def2-TZVPD",
  "lumo_ev": 1.00,
  "smiles": "Cc1c[nH]nc1O",
  "gap_ev": 9.6,
  "de_lowest_ev": 0.9717,
  "species": ["C", "C", "C", "C", "H", "H", "H", "H", "H", "H", "N", "N", "O"],
  "coordinates": [[1.185, 0.583, 1.753], [0.356, 0.478, 0.502], [-0.188, 1.437, -0.302], [-0.077, -0.729, -0.124], [0.647, 0.083, 2.563], [1.320, 1.646, 2.039], [2.131, 0.077, 1.656], [-0.087, 2.508, -0.257], [-1.309, 1.219, -2.128], [-0.251, -2.604, -0.223], [-0.880, 0.820, -1.292], [-0.824, -0.523, -1.198], [0.227, -1.951, 0.351]]
}

---

{
  "formula": "C4H6N2O",
  "method": "ωB97M-V/def2-TZVPD",
  "lumo_ev": 0.34,
  "smiles": "N#CCCOC#N.[H][H]",
  "gap_ev": 11.4,
  "de_lowest_ev": 3.2251,
  "species": ["N", "C", "O", "C", "C", "C", "N", "H", "H", "H", "H", "H", "H"],
  "coordinates": [[-2.582, 0.289, -1.061], [-1.842, -0.337, -0.422], [-1.101, -1.058, 0.355], [0.258, -1.344, -0.040], [1.231, -0.353, 0.596], [1.393, 0.897, -0.153], [1.555, 1.871, -0.754], [-1.726, 2.250, -0.175], [-1.080, 2.446, 0.136], [0.341, -1.366, -1.130], [0.443, -2.341, 0.360], [0.896, -0.128, 1.614], [2.216, -0.827, 0.675]]
}

---

{
  "formula": "C4H6N2O",
  "method": "ωB97M-V/def2-TZVPD",
  "lumo_ev": 0.72,
  "smiles": "[H]/N=C/OCCC#N",
  "gap_ev": 11.4,
  "de_lowest_ev": 1.3553,
  "species": ["N", "C", "O", "C", "C", "C", "N", "H", "H", "H", "H", "H", "H"],
  "coordinates": [[-2.265, 0.522, -0.927], [-2.067, -0.004, 0.203], [-0.877, -0.474, 0.619], [0.240, -0.282, -0.246], [1.454, -0.077, 0.652], [2.629, 0.129, -0.193], [3.532, 0.271, -0.905], [-3.231, 0.844, -1.002], [-2.808, -0.159, 0.992], [0.072, 0.569, -0.913], [0.394, -1.165, -0.874], [1.310, 0.781, 1.313], [1.618, -0.956, 1.281]]
}

---

{
  "formula": "C4H6N2O",
  "method": "ωB97M-V/def2-TZVPD",
  "lumo_ev": 0.85,
  "smiles": "Nc1c[nH]c(O)c1",
  "gap_ev": 8.1,
  "de_lowest_ev": 0.9557,
  "species": ["N", "C", "C", "N", "C", "O", "C", "H", "H", "H", "H", "H", "H"],
  "coordinates": [[-0.132, -1.293, -1.895], [0.078, -0.519, -0.736], [1.231, -0.407, -0.008], [0.978, 0.476, 1.043], [-0.297, 0.926, 0.938], [-0.724, 1.822, 1.863], [-0.906, 0.340, -0.143], [0.568, -2.018, -1.995], [-1.048, -1.725, -1.897], [2.178, -0.917, -0.096], [1.676, 0.948, 1.593], [-1.687, 1.851, 1.828], [-1.914, 0.517, -0.495]]
}

---

{
  "formula": "C4H6N2O",
  "method": "ωB97M-V/def2-TZVPD",
  "lumo_ev": 0.74,
  "smiles": "N/C=C\\C(N)=C=O",
  "gap_ev": 7.9,
  "de_lowest_ev": 2.8803,
  "species": ["C", "N", "N", "C", "C", "C", "O", "H", "H", "H", "H", "H", "H"],
  "coordinates": [[0.829, 0.547, -0.003], [2.200, 0.901, 0.182], [-2.141, -0.431, 0.053], [0.263, -0.683, 0.497], [-0.958, -1.150, 0.145], [0.044, 1.371, -0.686], [-0.446, 2.280, -1.245], [2.791, 0.584, -0.579], [2.555, 0.558, 1.066], [-2.906, -0.915, -0.392], [-2.050, 0.504, -0.315], [0.969, -1.364, 0.955], [-1.151, -2.202, 0.322]]
}

---

{
  "formula": "C4H6N2O",
  "method": "ωB97M-V/def2-TZVPD",
  "lumo_ev": 0.54,
  "smiles": "C[C@@H]1NC=NC1=O",
  "gap_ev": 10.1,
  "de_lowest_ev": 1.3285,
  "species": ["C", "O", "C", "C", "N", "C", "N", "H", "H", "H", "H", "H", "H"],
  "coordinates": [[-0.069, 1.793, -0.295], [-1.536, 0.415, 1.353], [-0.748, -0.289, 0.774], [0.476, 0.293, 0.044], [0.800, -0.929, -0.790], [0.012, -1.953, -0.326], [-0.913, -1.658, 0.522], [0.724, 2.464, -0.621], [-0.479, 2.248, 0.636], [-0.929, 1.843, -0.977], [1.369, 0.466, 0.656], [1.718, -1.193, -1.141], [0.135, -2.983, -0.680]]
}

---

{
  "formula": "C4H6N2O",
  "method": "ωB97M-V/def2-TZVPD",
  "lumo_ev": 0.71,
  "gap_ev": 8.8,
  "de_lowest_ev": 5.5653,
  "species": ["O", "C", "N", "C", "C", "C", "N", "H", "H", "H", "H", "H", "H"],
  "coordinates": [[1.410, 1.953, 0.791], [0.721, 1.138, 0.230], [1.269, -0.030, -0.512], [0.339, -1.109, -0.068], [-0.835, -0.327, -0.681], [-1.727, 0.235, 0.361], [-0.586, 1.035, -0.043], [2.284, -0.137, -0.474], [0.379, -1.252, 1.023], [0.575, -2.028, -0.607], [0.539, 0.013, -1.471], [-2.673, 0.696, 0.083], [-1.698, -0.187, 1.368]]
}

---

{
  "formula": "C4H6N2O",
  "method": "ωB97M-V/def2-TZVPD",
  "lumo_ev": -0.09,
  "gap_ev": 8.9,
  "de_lowest_ev": 6.2499,
  "species": ["C", "C", "N", "O", "C", "N", "C", "H", "H", "H", "H", "H", "H"],
  "coordinates": [[-1.888, 0.407, -0.221], [-0.566, -0.199, 0.109], [-0.024, -1.126, -0.792], [1.012, -1.743, 0.042], [1.458, -0.567, 0.546], [2.331, -0.085, -0.317], [0.317, 0.132, 1.099], [-1.909, 0.704, -1.275], [-2.681, -0.333, -0.075], [-2.097, 1.282, 0.400], [2.516, 0.904, -0.152], [1.249, -0.328, -1.165], [0.280, 0.951, 1.801]]
}

---

{
  "formula": "C4H6N2O",
  "method": "ωB97M-V/def2-TZVPD",
  "lumo_ev": 0.62,
  "smiles": "COC1=C=CNN1",
  "gap_ev": 8.3,
  "de_lowest_ev": 4.4065,
  "species": ["C", "O", "C", "N", "N", "C", "C", "H", "H", "H", "H", "H", "H"],
  "coordinates": [[-2.190, 0.155, 0.202], [-1.266, -0.883, 0.493], [0.033, -0.643, 0.295], [0.378, 0.558, -0.339], [1.747, 0.482, -0.457], [2.132, -0.657, 0.213], [1.098, -1.456, 0.676], [-3.158, -0.180, 0.577], [-1.899, 1.091, 0.692], [-2.269, 0.324, -0.881], [2.234, 1.369, -0.470], [3.207, -0.819, 0.257], [-0.047, 0.659, -1.260]]
}

---

{
  "formula": "C4H6N2O",
  "method": "ωB97M-V/def2-TZVPD",
  "lumo_ev": 0.72,
  "smiles": "[H]/N=C/OCCC#N",
  "gap_ev": 11.5,
  "de_lowest_ev": 1.2797,
  "species": ["N", "C", "O", "C", "C", "C", "N", "H", "H", "H", "H", "H", "H"],
  "coordinates": [[1.252, 0.158, 1.590], [0.246, 0.920, 1.670], [-0.547, 1.206, 0.624], [-0.171, 0.638, -0.629], [-0.593, -0.832, -0.693], [-0.266, -1.415, -1.995], [0.006, -1.856, -3.029], [1.720, 0.088, 2.489], [-0.123, 1.443, 2.556], [0.909, 0.731, -0.770], [-0.696, 1.228, -1.383], [-0.067, -1.390, 0.087], [-1.670, -0.919, -0.518]]
}

---

{
  "formula": "C4H6N2O",
  "method": "ωB97M-V/def2-TZVPD",
  "lumo_ev": 1.02,
  "gap_ev": 10.9,
  "de_lowest_ev": 2.6357,
  "species": ["N", "C", "O", "C", "C", "C", "N", "H", "H", "H", "H", "H", "H"],
  "coordinates": [[-0.882, 1.385, -1.554], [-0.756, 0.863, -0.419], [-1.162, 1.226, 0.842], [-0.331, 0.186, 1.456], [0.067, -0.274, 0.061], [0.318, -1.556, -0.620], [1.367, -0.544, -0.504], [-1.406, 2.257, -1.538], [0.465, 0.632, 2.056], [-0.941, -0.499, 2.049], [-0.182, -1.712, -1.574], [0.508, -2.452, -0.034], [1.428, 0.000, -1.367]]
}

---

{
  "formula": "C4H6N2O",
  "method": "ωB97M-V/def2-TZVPD",
  "lumo_ev": 0.16,
  "smiles": "NC1=C=CN[C@@H]1O",
  "gap_ev": 7.6,
  "de_lowest_ev": 3.4584,
  "species": ["N", "C", "C", "O", "N", "C", "C", "H", "H", "H", "H", "H", "H"],
  "coordinates": [[1.244, 0.363, -1.562], [0.546, -0.299, -0.615], [-0.069, 0.551, 0.495], [-0.886, 1.587, 0.007], [-0.757, -0.479, 1.240], [-0.493, -1.670, 0.613], [0.367, -1.674, -0.491], [0.956, 1.306, -1.790], [1.575, -0.207, -2.327], [-0.668, 2.401, 0.475], [-1.573, -0.286, 1.800], [-0.985, -2.547, 1.039], [0.744, 0.953, 1.115]]
}

---

{
  "formula": "C4H6N2O",
  "method": "ωB97M-V/def2-TZVPD",
  "lumo_ev": 0.95,
  "gap_ev": 9.8,
  "de_lowest_ev": 5.5075,
  "species": ["C", "O", "C", "C", "N", "C", "N", "H", "H", "H", "H", "H", "H"],
  "coordinates": [[-0.695, 0.650, 2.108], [-0.209, 1.291, 0.905], [0.133, 0.364, -0.215], [1.302, 0.762, 0.359], [0.962, -1.151, -2.288], [-0.244, -1.146, -1.882], [-0.710, -0.324, -0.847], [-1.661, 0.191, 1.884], [-0.806, 1.429, 2.867], [0.029, -0.102, 2.431], [1.861, 1.631, 0.021], [1.082, -1.822, -3.047], [-1.045, -1.771, -2.298]]
}

---

{
  "formula": "C4H6N2O",
  "method": "ωB97M-V/def2-TZVPD",
  "lumo_ev": 0.21,
  "gap_ev": 8.1,
  "de_lowest_ev": 4.1951,
  "species": ["N", "C", "C", "N", "C", "O", "C", "H", "H", "H", "H", "H", "H"],
  "coordinates": [[-2.193, 0.624, -0.134], [-0.778, 0.356, -0.253], [-0.381, -1.042, -0.535], [0.872, -1.119, -0.164], [1.294, 0.092, 0.435], [2.613, 0.082, 0.799], [0.324, 1.032, 0.536], [-2.541, 0.219, 0.731], [-2.288, 1.629, -0.012], [-0.911, -1.858, -1.010], [1.485, -1.910, -0.336], [2.778, 0.987, 1.095], [-0.426, 0.798, -1.217]]
}

---

{
  "formula": "C4H6N2O",
  "method": "ωB97M-V/def2-TZVPD",
  "lumo_ev": 0.93,
  "smiles": "NCc1ncco1",
  "gap_ev": 10.0,
  "de_lowest_ev": 3.5573,
  "species": ["C", "C", "C", "C", "H", "H", "H", "H", "H", "H", "N", "N", "O"],
  "coordinates": [[1.274, -0.698, 0.046], [-0.069, -0.318, -0.326], [-1.770, 1.004, 0.099], [-2.301, -0.297, 0.025], [2.090, 1.219, 0.768], [2.415, 0.550, -0.935], [1.668, -1.350, -0.693], [1.597, -1.321, 0.902], [-2.303, 1.888, 0.080], [-3.292, -0.698, 0.327], [2.199, 0.339, 0.107], [-0.306, 0.883, -0.318], [-1.202, -1.201, -0.081]]
}

---

{
  "formula": "C4H6N2O",
  "method": "ωB97M-V/def2-TZVPD",
  "lumo_ev": [-0.15, -0.67],
  "gap_ev": [8.0, 6.2],
  "de_lowest_ev": 6.2342,
  "species": ["C", "C", "C", "C", "N", "N", "O", "H", "H", "H", "H", "H", "H"],
  "coordinates": [[0.556, -0.468, -1.422], [0.026, 0.250, 1.385], [-0.645, 0.356, -0.910], [-1.089, 0.066, 0.526], [1.556, -1.013, -0.925], [0.650, 0.665, 2.293], [2.028, -0.813, 0.309], [0.442, -0.695, -2.453], [-0.373, 1.445, -1.106], [-1.465, 0.123, -1.491], [-1.295, -0.989, 0.706], [-2.046, 0.648, 0.687], [1.654, 0.423, 2.401]]
}

---

{
  "formula": "C4H6N2O",
  "method": "ωB97M-V/def2-TZVPD",
  "lumo_ev": 0.79,
  "gap_ev": 8.5,
  "de_lowest_ev": 3.5364,
  "species": ["C", "C", "C", "C", "H", "H", "H", "H", "H", "H", "N", "N", "O"],
  "coordinates": [[-1.583, 1.384, 0.166], [0.799, 0.986, -0.821], [1.610, -0.051, -0.694], [-0.274, -0.674, 0.425], [-2.546, 0.900, -0.292], [-1.839, 1.765, 1.456], [-1.534, 2.250, -0.387], [0.770, 1.875, -1.459], [2.683, -0.102, -1.244], [1.549, -2.167, 0.212], [-0.290, 0.562, -0.062], [1.154, -1.032, -0.063], [-1.055, -1.388, 1.017]]
}

---

{
  "formula": "C4H6N2O",
  "method": "ωB97M-V/def2-TZVPD",
  "lumo_ev": 0.80,
  "smiles": "c1cn[nH]c1.C=O",
  "gap_ev": 10.2,
  "de_lowest_ev": 2.0256,
  "species": ["C", "O", "C", "N", "N", "C", "C", "H", "H", "H", "H", "H", "H"],
  "coordinates": [[-2.405, -1.280, 0.092], [-1.575, -2.100, 0.393], [0.732, 1.749, -0.003], [1.610, 1.499, -0.964], [1.852, 0.185, -0.853], [1.157, -0.408, 0.143], [0.409, 0.587, 0.731], [-3.477, -1.543, -0.006], [-2.141, -0.222, -0.098], [0.359, 2.757, 0.129], [2.506, -0.242, -1.488], [1.232, -1.466, 0.349], [-0.260, 0.484, 1.574]]
}

---

{
  "formula": "C4H6N2O",
  "method": "ωB97M-V/def2-TZVPD",
  "lumo_ev": 0.72,
  "smiles": "[H]/N=C/OCCC#N",
  "gap_ev": 11.5,
  "de_lowest_ev": 1.3121,
  "species": ["N", "C", "O", "C", "C", "C", "N", "H", "H", "H", "H", "H", "H"],
  "coordinates": [[1.319, 1.057, 1.027], [0.504, 0.447, 1.778], [-0.650, -0.082, 1.334], [-0.938, 0.130, -0.046], [-0.178, -0.886, -0.908], [-0.173, -0.490, -2.318], [-0.162, -0.153, -3.424], [2.116, 1.394, 1.560], [0.601, 0.259, 2.850], [-0.662, 1.149, -0.327], [-2.017, -0.004, -0.143], [0.860, -0.938, -0.568], [-0.622, -1.882, -0.815]]
}

---

{
  "formula": "C4H6N2O2",
  "method": "ωB97M-V/def2-TZVPD",
  "lumo_ev": 0.87,
  "smiles": "O/N=C1/NO[C@H]2C[C@@H]12",
  "gap_ev": 9.8,
  "de_lowest_ev": 7.2194,
  "species": ["C", "C", "C", "C", "H", "H", "H", "H", "H", "H", "N", "N", "O", "O"],
  "coordinates": [[-0.684, 0.011, -0.061], [1.346, 0.767, -0.437], [1.594, 0.042, 0.823], [0.698, -0.600, -0.180], [-1.665, -2.755, 0.647], [-0.784, 1.884, 0.932], [2.143, 0.732, -1.260], [2.435, -0.485, 0.980], [1.027, -0.015, 1.771], [0.639, -1.390, -0.920], [-1.629, -0.938, -0.104], [-0.788, 1.391, -0.047], [-0.962, -2.174, 0.367], [0.387, 1.866, -0.612]]
}